{
  "formula": "C18H28NO5P2Sm",
  "method": "ωB97M-V/def2-TZVPD",
  "species": ["Sm", "P", "C", "C", "N", "C", "C", "C", "C", "C", "P", "H", "H", "H", "H", "H", "H", "H", "H", "O", "H", "H", "O", "H", "C", "H", "H", "H", "C", "H", "H", "H", "C", "H", "H", "H", "C", "H", "H", "H", "O", "C", "C", "C", "C", "C", "C", "C", "O", "O", "H", "H", "H", "H", "H"],
  "coordinates": [[-0.058, -0.198, -0.077], [2.364, -1.366, -0.259], [2.438, -1.749, -2.066], [1.087, -2.015, -2.740], [-0.051, -1.484, -2.222], [-1.227, -1.665, -2.877], [-1.296, -2.441, -4.025], [-0.144, -2.994, -4.549], [1.059, -2.768, -3.905], [-2.522, -1.057, -2.320], [-2.337, 0.514, -1.330], [2.001, -3.174, -4.263], [-2.271, -2.574, -4.486], [-0.180, -3.599, -5.451], [-3.201, -0.817, -3.159], [-3.028, -1.802, -1.669], [2.925, -0.870, -2.558], [3.092, -2.632, -2.205], [1.763, 3.689, -2.885], [2.479, 3.291, -3.423], [2.406, 3.740, -4.290], [-1.418, 4.606, -0.754], [-1.090, 5.314, -1.345], [-1.515, 6.122, -1.006], [-2.410, 1.849, -2.549], [-3.376, 1.855, -3.066], [-2.251, 2.797, -2.018], [-1.593, 1.717, -3.271], [-3.771, 0.616, -0.237], [-3.636, 1.525, 0.361], [-4.704, 0.672, -0.805], [-3.788, -0.248, 0.437], [2.289, -2.995, 0.559], [3.195, -3.584, 0.360], [2.190, -2.808, 1.638], [1.404, -3.553, 0.219], [3.912, -0.565, 0.197], [3.829, -0.326, 1.261], [4.788, -1.195, 0.023], [3.998, 0.369, -0.366], [0.145, 2.737, 3.743], [0.020, 1.673, 4.545], [0.048, 1.886, 5.931], [-0.087, 0.800, 6.782], [-0.245, -0.504, 6.286], [-0.266, -0.722, 4.907], [-0.128, 0.361, 4.037], [-0.130, 0.176, 2.604], [-0.330, -0.983, 2.067], [0.087, 1.175, 1.773], [0.159, 2.367, 2.818], [0.176, 2.907, 6.277], [-0.068, 0.983, 7.856], [-0.347, -1.327, 6.993], [-0.384, -1.725, 4.500]],
  "atomic_forces_ev_per_a": [[0.03, 0.39, 2.27], [1.01, -0.89, -0.61], [0.18, 0.11, -0.22], [0.05, 0.02, 0.13], [-0.04, 0.11, -0.19], [-0.07, -0.04, 0.09], [-0.45, 0.39, 0.17], [0.11, -0.20, -0.18], [0.38, 0.01, 0.31], [-0.10, -0.04, 0.05], [-0.76, -0.23, -1.06], [-0.25, 0.01, -0.12], [0.24, -0.08, -0.08], [-0.01, 0.10, 0.14], [0.22, -0.35, 0.37], [0.18, 0.34, -0.38], [-0.29, -0.64, 0.23], [-0.22, 0.50, -0.11], [0.68, -0.09, -0.53], [-0.88, 0.39, -0.07], [0.12, -0.30, 0.67], [0.26, 0.79, -0.32], [-0.50, -0.48, 0.60], [0.26, -0.34, -0.21], [0.01, 0.14, 0.09], [0.19, 0.09, 0.05], [-0.14, -0.11, -0.32], [-0.22, 0.06, 0.10], [-0.10, 0.09, -0.08], [-0.22, -0.15, -0.04], [0.05, 0.00, 0.17], [-0.06, 0.17, -0.11], [-0.01, 0.12, 0.20], [-0.22, 0.13, 0.04], [0.05, -0.22, -0.26], [0.26, 0.13, 0.09], [0.10, 0.02, 0.02], [0.19, 0.01, -0.09], [-0.10, 0.08, 0.02], [0.10, -0.10, 0.10], [-0.01, -0.47, -0.38], [0.14, 0.35, 0.49], [-0.08, -0.32, -0.23], [0.05, 0.49, -0.20], [-0.04, -0.37, -0.71], [-0.06, -0.39, 1.44], [0.06, 0.67, -0.96], [-0.02, -0.38, 0.30], [0.01, 0.44, -0.67], [-0.11, -0.77, -0.27], [0.06, 0.78, 0.65], [-0.04, -0.20, 0.08], [-0.01, -0.16, -0.24], [0.02, 0.16, -0.32], [0.02, 0.25, 0.12]],
  "nbo_charge": [2.05, 0.72, -0.75, 0.25, -0.64, 0.25, -0.23, -0.09, -0.23, -0.74, 0.70, 0.25, 0.25, 0.26, 0.28, 0.27, 0.28, 0.27, 0.47, -0.95, 0.49, 0.45, -0.94, 0.49, -0.92, 0.27, 0.26, 0.26, -0.93, 0.27, 0.27, 0.26, -0.92, 0.27, 0.27, 0.25, -0.92, 0.27, 0.27, 0.27, -0.64, 0.41, -0.28, -0.10, -0.25, -0.11, -0.33, 0.80, -0.79, -0.84, 0.50, 0.25, 0.24, 0.24, 0.23],
  "multiplicity": 6,
  "lumo_energy_ev": [-7.3, -6.4],
  "e_above_lowest_kcal_mol": 0.00,
  "gap_ha": [0.21928, 0.25411],
  "total_energy_ha": -2473.8915,
  "total_charge": 2
}